Record 1
{
  "formula": "C39H36HfN6O2S2",
  "method": "ωB97M-V/def2-TZVPD",
  "elements": ["Hf", "O", "C", "C", "C", "C", "C", "C", "C", "N", "C", "C", "N", "C", "C", "C", "C", "C", "C", "C", "O", "H", "H", "H", "H", "H", "H", "H", "H", "H", "H", "H", "H", "H", "H", "S", "C", "C", "C", "C", "C", "C", "N", "C", "C", "C", "C", "C", "C", "C", "C", "N", "C", "C", "C", "C", "C", "S", "C", "H", "H", "H", "H", "H", "H", "H", "H", "H", "H", "H", "H", "N", "C", "C", "C", "N", "H", "H", "H", "H", "H", "H", "H", "H", "H", "H"],
  "coordinates": [[0.894307, -0.120199, 0.377867], [1.377517, -0.853249, 2.179468], [2.151170, -1.843137, 2.694378], [2.542299, -1.809182, 4.020183], [3.165717, -2.889165, 4.685023], [3.504757, -4.020775, 3.905010], [3.215550, -4.062757, 2.550855], [2.618365, -2.941029, 1.916671], [2.318749, -3.036819, 0.490382], [1.718743, -2.101453, -0.238825], [1.731249, -2.167994, -1.762668], [0.423272, -2.670386, -2.347691], [2.042853, 0.377384, -4.021732], [2.246809, 1.524095, -3.510101], [1.203076, 2.521137, -3.045228], [0.901737, 3.703426, -3.734181], [0.086904, 4.625366, -3.211683], [-0.611234, 4.299259, -2.083705], [-0.474649, 3.111309, -1.387256], [0.473289, 2.205279, -1.898533], [0.770403, 1.109125, -1.191016], [2.206774, -0.875635, 4.643583], [3.413875, -2.754314, 5.772448], [3.898454, -4.877229, 4.398175], [3.411403, -4.927846, 1.932649], [2.726745, -3.931100, -0.003363], [2.483240, -2.840079, -2.127077], [2.082584, -1.109720, -2.046603], [0.178521, -3.622058, -1.877293], [0.635617, -2.850784, -3.443361], [3.277155, 1.735002, -3.214440], [1.585959, 3.843306, -4.572651], [-0.049440, 5.549708, -3.683291], [-1.334999, 5.036000, -1.598173], [-1.142367, 2.730529, -0.597162], [-2.336781, 1.992638, 5.508928], [-3.488652, 1.769412, 6.770732], [-4.599036, 1.142191, 6.335665], [-4.577097, 0.834255, 4.950373], [-3.410320, 1.225260, 4.358223], [-3.001085, 1.036275, 2.959387], [-1.734376, 0.508613, 2.614174], [-1.290713, 0.195443, 1.350521], [-2.185733, 0.381239, 0.339273], [-3.392614, 1.031361, 0.579897], [-4.277645, 1.295741, -0.512918], [-4.072017, 0.802020, -1.776761], [-3.003954, -0.128488, -1.931644], [-2.790062, -0.889071, -3.089124], [-1.695615, -1.725786, -3.239036], [-0.730678, -1.744381, -2.213416], [-0.916365, -0.999841, -1.097211], [-1.990760, -0.247354, -0.959427], [-1.593658, -2.560171, -4.487854], [-1.773619, -3.860917, -4.711147], [-1.793565, -4.220286, -6.032977], [-1.588764, -3.159654, -6.854101], [-1.306488, -1.741648, -5.968738], [-3.792785, 1.292735, 1.894903], [-3.305786, 2.286600, 7.762422], [-5.402402, 0.909146, 6.977695], [-5.442862, 0.393332, 4.481689], [-1.093061, 0.183347, 3.418814], [-5.193696, 1.793037, -0.212736], [-4.810846, 1.015116, -2.582913], [-3.433516, -0.901722, -3.955549], [1.128913, 0.082609, -4.332177], [-2.029911, -4.575683, -3.973499], [-1.939604, -5.252257, -6.345558], [-1.158458, -3.216974, -7.873931], [-4.808100, 1.706588, 2.127789], [1.147596, 2.152132, 1.282058], [2.164273, 2.555080, 2.403516], [3.542352, 2.401378, 1.859146], [3.928845, 0.973197, 1.484433], [3.150274, 0.489794, 0.272294], [1.463036, 2.623893, 0.410329], [0.293964, 2.678920, 1.505809], [1.999758, 1.821984, 3.213046], [2.040750, 3.603336, 2.743148], [4.288041, 2.737322, 2.656013], [3.716285, 3.077151, 1.000499], [3.646207, 0.334355, 2.293125], [4.981480, 0.738407, 1.201105], [3.730398, -0.138454, -0.166863], [3.064048, 1.232768, -0.408091]],
  "atomic_forces_ev_per_a": [[-1.090, 0.194, 0.296], [0.771, -0.880, 0.403], [0.187, 0.046, -0.457], [-0.772, 1.482, 2.614], [0.115, 0.945, -0.957], [-0.627, 0.474, 0.384], [-0.137, 1.141, 0.161], [-1.263, -0.186, -0.586], [-0.240, 1.391, -0.530], [1.001, -1.249, 0.112], [0.434, 1.123, 1.371], [0.963, 0.682, -0.891], [1.453, 0.340, 0.048], [-1.237, -0.669, 0.354], [-0.443, -0.624, -0.434], [3.231, -2.054, -0.544], [-0.909, 0.318, 0.274], [-2.510, 1.376, 2.747], [0.294, -0.992, -1.023], [0.284, 0.600, 0.256], [0.034, -0.839, 0.286], [0.701, -1.888, -1.242], [-0.290, -0.531, -1.312], [0.417, -0.526, 0.174], [0.225, -0.118, 0.164], [-0.233, 0.295, -0.079], [0.726, -0.357, 0.155], [-0.932, -1.520, -0.255], [0.003, -0.191, -0.087], [-0.482, 0.059, 1.165], [0.085, 0.131, -0.214], [-0.658, 0.529, -0.184], [-0.237, 1.208, -0.536], [0.991, -0.863, -1.065], [0.394, 0.745, -0.198], [-0.684, -0.390, -0.240], [0.961, 1.369, 1.198], [0.256, 0.041, -0.363], [0.103, 0.310, 0.310], [0.444, 0.028, 0.045], [1.491, -0.712, 0.103], [0.929, -0.831, -0.989], [-0.832, 0.498, 1.155], [-0.090, 0.045, 0.054], [-0.445, -0.353, -0.386], [-0.523, -0.317, -0.691], [-1.251, 0.397, 1.205], [1.115, 0.192, -0.974], [0.393, -0.397, -0.502], [-0.234, -0.291, 0.025], [-0.984, 0.335, 0.411], [2.032, -1.430, -0.678], [-1.217, 0.864, 0.835], [0.571, 2.510, 0.886], [-0.916, -1.017, 1.520], [-0.062, -0.944, -1.667], [1.725, -0.241, -1.482], [-0.248, 0.391, 0.008], [-2.068, 1.152, -0.144], [-0.229, -1.070, -1.359], [-0.837, -0.145, 0.522], [0.188, -0.215, -0.339], [0.477, 0.232, 0.010], [0.053, 0.295, -0.499], [0.815, -0.378, 0.670], [-0.581, 0.408, 0.187], [-0.703, 0.643, 0.235], [-0.057, -0.449, 0.917], [0.111, 0.343, -0.159], [-1.045, 0.143, 0.551], [0.951, -0.294, -0.628], [0.813, 1.358, 0.772], [-1.103, -0.815, -0.730], [2.546, 0.328, 0.358], [-0.105, -0.243, -1.185], [-1.458, 1.738, 1.281], [-0.271, -0.195, 0.706], [0.081, -0.551, -0.138], [-0.029, 0.590, -0.132], [-0.366, -0.715, -0.204], [-0.951, -0.347, -0.964], [-0.111, -0.145, 0.281], [-0.006, -0.558, 0.566], [-0.518, 0.937, 0.718], [1.416, -2.173, -1.292], [0.205, 0.474, -0.154]],
  "homo_lumo_gap_ev": 7.298,
  "max_force_ha_per_bohr": 0.077,
  "total_charge": 2
}

Record 2
{
  "formula": "C5H14N4",
  "method": "ωB97M-V/def2-TZVPD",
  "elements": ["C", "C", "C", "C", "C", "N", "N", "N", "N", "H", "H", "H", "H", "H", "H", "H", "H", "H", "H", "H", "H", "H", "H"],
  "coordinates": [[0.163288, 1.488994, -0.209818], [0.545871, 2.791372, 0.361522], [-0.388510, -2.224080, 2.377057], [-0.202774, -0.648638, -2.358228], [0.714618, -1.573406, 1.496315], [0.617867, 0.382976, 0.354931], [-0.594463, 1.471787, -1.344312], [-0.920167, 0.583578, -2.300598], [0.037629, -0.651069, 0.743836], [-0.223684, 3.265775, 0.984411], [0.968913, 3.625232, -0.381969], [1.355090, 2.439600, 1.038900], [-0.657089, -1.617577, 3.352049], [-1.334354, -2.436919, 1.777234], [0.066855, -3.191163, 2.750998], [-0.730968, -1.284296, -1.706809], [-0.175334, -0.977628, -3.404996], [0.925209, -0.618705, -2.040377], [1.152768, -2.328138, 0.913377], [1.508327, -1.143111, 2.021164], [-0.881315, 2.533801, -1.651544], [-1.072006, 1.023612, -3.154344], [-0.875768, -0.912000, 0.381201]],
  "atomic_forces_ev_per_a": [[-3.200, 0.584, -4.340], [1.871, 1.537, 0.033], [-0.154, -0.603, 2.071], [2.375, 0.011, -0.430], [-1.585, -2.200, 2.522], [0.960, -1.752, 2.394], [-0.104, 4.160, -0.047], [1.432, 0.099, 2.322], [0.532, 3.067, -3.315], [-0.028, -0.306, -0.148], [-0.924, -2.126, 1.377], [-0.242, 1.059, -0.220], [0.521, -0.956, -2.191], [1.226, 0.095, 0.827], [-0.895, 0.962, -0.443], [-0.399, -1.712, 0.529], [-0.405, -0.227, 0.465], [-1.898, 0.474, -0.380], [0.426, -1.201, -1.382], [1.070, 1.014, 0.897], [0.789, -3.209, 0.945], [-0.560, 1.109, -1.742], [-0.808, 0.121, 0.257]],
  "homo_lumo_gap_ev": [7.320, 7.301],
  "max_force_ha_per_bohr": 0.105,
  "total_charge": 2
}